[1]
Computed, not measured: a molecular structure, C32H22F5N7O5RhS at a distorted geometry, with ωB97M-V/def2-TZVPD.

```
! wB97M-V def2-TZVPD RIJCOSX def2/J DEFGRID3
* xyz 1 1
Rh 0.631 -1.447 -1.026
C -2.736 3.123 4.077
C -3.642 1.931 3.789
C -5.034 2.409 3.385
C -5.939 1.206 3.166
C -5.338 0.317 2.123
C -6.142 -0.462 1.318
C -5.577 -1.291 0.350
F -6.380 -2.040 -0.412
C -4.221 -1.339 0.160
C -3.389 -0.544 0.957
C -1.949 -0.610 0.712
O -1.534 -1.348 -0.211
C -1.181 0.201 1.586
C -1.786 0.979 2.544
N -3.099 1.064 2.732
C -3.938 0.288 1.956
C 0.338 0.262 1.529
O 0.930 0.711 2.492
O 0.887 -0.131 0.450
H -3.275 3.830 4.701
H -2.460 3.628 3.154
H -1.837 2.841 4.616
H -3.736 1.319 4.695
H -4.976 3.005 2.473
H -5.438 3.040 4.175
H -6.939 1.512 2.859
H -6.039 0.646 4.100
H -7.213 -0.431 1.433
H -3.778 -1.972 -0.592
H -1.134 1.564 3.176
O 3.050 -3.905 -1.784
S 2.149 -3.553 -2.859
N 1.110 -2.518 -2.453
F 5.002 -3.002 3.824
C 5.061 -2.197 2.766
C 6.143 -1.339 2.646
F 7.085 -1.371 3.581
C 6.262 -0.434 1.565
C 5.234 -0.499 0.599
C 4.184 -1.386 0.699
F 3.311 -1.385 -0.328
C 4.029 -2.245 1.806
C 2.869 -3.086 1.974
C 1.882 -2.994 1.037
N 1.084 -2.836 0.199
C 2.642 -3.916 3.083
N 2.388 -4.603 3.966
F 5.262 0.301 -0.466
C 7.341 0.484 1.429
C 8.402 0.572 2.335
N 9.306 0.680 3.039
C 7.446 1.372 0.350
N 7.582 2.111 -0.521
O 0.254 0.188 -2.190
C -0.312 0.406 -3.282
C -0.770 -0.672 -4.227
C 0.015 -0.658 -5.562
C 0.955 0.543 -5.703
C 0.224 1.868 -5.935
C -0.940 2.060 -4.958
N -0.547 1.667 -3.624
H -1.838 -0.533 -4.408
H -0.640 -1.632 -3.720
H -0.681 -0.678 -6.402
H 0.616 -1.568 -5.619
H 1.630 0.369 -6.541
H 1.574 0.607 -4.805
H -0.164 1.910 -6.951
H 0.941 2.680 -5.818
H -1.793 1.453 -5.265
H -1.256 3.101 -4.935
H -0.169 2.379 -3.009
*
```

Summary:
Highest occupied orbital energy (alpha / beta)   -11.23 / -11.23 eV
LUMO energy (alpha / beta)   -0.2280 / -0.2296 hartree
Kohn-Sham gap (alpha / beta)   5.02 / 4.98 eV

Atomic partial charges in e from the Löwdin method, atoms 1 to 6: 1.238, -0.036, -0.293, -0.136, -0.123, -0.129


[2]
Computed, not measured: a molecular structure, C32H23Cl5N3O2PRu, with ωB97M-V/def2-TZVPD.

```
! wB97M-V def2-TZVPD RIJCOSX def2/J DEFGRID3
* xyz 1 6
Ru 0.133 -0.332 0.331
Cl 3.886 5.439 -0.111
C 2.896 4.082 -0.457
C 3.388 2.792 -0.267
Cl 4.979 2.550 0.331
C 2.579 1.700 -0.547
Cl 3.127 0.085 -0.248
C 1.272 1.866 -1.014
O 0.497 0.805 -1.250
C 0.784 3.165 -1.178
Cl -0.857 3.350 -1.652
C 1.588 4.264 -0.909
Cl 0.961 5.846 -1.111
C -5.582 2.242 -1.418
C -5.743 2.004 -0.060
C -4.781 1.290 0.639
C -3.653 0.817 -0.029
C -3.492 1.060 -1.392
C -4.460 1.768 -2.085
P -2.392 -0.170 0.793
C -2.482 0.194 2.567
C -2.288 1.516 2.977
C -2.239 1.823 4.328
C -2.363 0.815 5.277
C -2.541 -0.501 4.873
C -2.602 -0.813 3.520
C -2.830 -1.910 0.597
C -4.128 -2.344 0.695
C -4.430 -3.714 0.582
C -3.426 -4.618 0.375
C -2.079 -4.202 0.251
C -1.034 -5.132 0.012
C 0.254 -4.710 -0.136
C 0.560 -3.330 -0.061
C -0.413 -2.385 0.185
C -1.766 -2.824 0.351
H -6.333 2.802 -1.959
H -6.618 2.374 0.457
H -4.909 1.106 1.698
H -2.604 0.709 -1.906
H -4.334 1.960 -3.142
H -2.172 2.304 2.241
H -2.110 2.853 4.637
H -2.338 1.057 6.332
H -2.658 -1.285 5.611
H -2.758 -1.838 3.206
H -4.927 -1.630 0.857
H -5.457 -4.044 0.659
H -3.651 -5.674 0.289
H -1.282 -6.183 -0.064
H 1.044 -5.422 -0.331
H 1.590 -3.029 -0.226
C 1.400 -0.571 5.828
N 1.252 0.019 4.512
C 1.341 1.439 4.214
C 1.002 1.463 2.731
O 0.865 2.429 2.030
N 0.829 0.144 2.314
C 0.959 -0.646 3.397
N 0.802 -1.962 3.349
H 1.509 0.229 6.554
H 2.285 -1.207 5.883
H 0.511 -1.148 6.094
H 2.342 1.839 4.386
H 0.612 2.020 4.779
H 0.534 -2.400 2.476
H 0.904 -2.533 4.169
*
```

Summary:
Highest occupied orbital energy (alpha / beta)   -10.28 / -10.70 eV
LUMO energy (alpha / beta)   -0.0925 / -0.1638 hartree
ΔE to the lowest compared entry with this formula, charge and spin   14.31 kJ/mol
<S²>   8.77
Kohn-Sham gap (alpha / beta)   7.77 / 6.25 eV

Atomic partial charges in e from the Löwdin method, atoms 1 to 6: 1.379, 0.709, -0.703, -0.705, 0.709, -0.623


[3]
Computed, not measured: a molecular structure, C32H23N2O6S3SbTi at a distorted geometry, with ωB97M-V/def2-TZVPD.

```
! wB97M-V def2-TZVPD RIJCOSX def2/J DEFGRID3
* xyz 1 2
Ti 0.729 -0.344 1.142
O 4.718 -1.338 2.456
C 3.605 -0.858 1.978
O 2.599 -1.514 1.832
C 3.573 0.619 1.771
C 4.553 1.521 1.999
C 4.223 2.915 1.717
C 2.987 3.196 1.309
C 2.075 2.193 1.114
N 2.389 0.962 1.289
C 0.807 2.436 0.339
O 0.448 3.501 -0.118
O 0.112 1.313 0.256
H 4.638 -2.296 2.514
H 5.473 1.223 2.473
H 4.975 3.686 1.898
H 2.693 4.229 1.150
S 0.771 -1.619 -0.945
Sb -0.680 -0.191 -2.167
C -2.307 0.503 -0.999
C -3.297 -0.416 -0.665
C -4.553 0.049 -0.311
C -4.800 1.391 -0.205
C -3.812 2.318 -0.544
C -2.568 1.849 -0.941
C -1.320 -1.459 -3.667
C -1.978 -0.975 -4.787
C -2.378 -1.819 -5.789
C -2.054 -3.164 -5.730
C -1.347 -3.677 -4.670
C -1.057 -2.848 -3.591
C 0.128 1.544 -3.074
C 1.476 1.814 -3.003
C 1.932 3.076 -3.402
C 1.021 4.071 -3.694
C -0.308 3.756 -3.803
C -0.775 2.500 -3.446
H -3.140 -1.518 -0.665
H -5.304 -0.716 -0.063
H -5.719 1.737 0.203
H -4.017 3.405 -0.420
H -1.786 2.568 -1.213
H -2.209 0.057 -4.952
H -2.857 -1.456 -6.675
H -2.263 -3.791 -6.634
H -1.003 -4.703 -4.677
H -0.489 -3.256 -2.735
H 2.227 1.187 -2.600
H 2.972 3.329 -3.350
H 1.353 5.056 -3.990
H -1.004 4.531 -4.051
H -1.856 2.248 -3.518
O -2.328 -1.098 2.986
S -0.940 -1.370 2.993
O -0.416 -1.926 1.711
N 0.027 -0.151 3.172
C 0.847 -0.276 4.272
S 1.935 0.876 4.757
C 0.667 -1.645 4.923
C 1.217 -2.210 6.084
C 0.861 -3.532 6.386
C -0.064 -4.249 5.650
C -0.718 -3.637 4.574
C -0.334 -2.384 4.289
H 1.995 -1.666 6.636
H 1.374 -4.023 7.245
H -0.248 -5.289 5.864
H -1.469 -4.245 4.113
*
```

Summary:
Highest occupied orbital energy (alpha / beta)   -11.01 / -11.35 eV
LUMO energy (alpha / beta)   -0.1299 / -0.1333 hartree
ΔE to the lowest compared entry with this formula, charge and spin   0.00 kJ/mol
<S²>   0.75
Kohn-Sham gap (alpha / beta)   7.47 / 7.72 eV

Atomic partial charges in e from the Löwdin method, atoms 1 to 6: 0.814, 0.206, -0.444, 0.051, -0.203, 0.079


[4]
Computed, not measured: a molecular structure, C32H24BN10OPtS3, with ωB97M-V/def2-TZVPD.

```
! wB97M-V def2-TZVPD RIJCOSX def2/J DEFGRID3
* xyz 2 6
Pt 1.434 1.253 0.416
C 5.841 0.911 -0.217
C 4.688 1.682 -0.125
N 3.620 0.889 -0.062
N 4.056 -0.396 -0.089
C 5.398 -0.396 -0.188
B 2.999 -1.519 0.033
N 2.295 -1.315 1.438
C 2.184 -2.168 2.458
C 1.734 -1.478 3.580
C 1.606 -0.166 3.165
N 1.949 -0.083 1.869
N 1.948 -1.289 -1.108
C 1.831 -1.951 -2.271
C 0.999 -1.237 -3.113
C 0.655 -0.104 -2.387
N 1.234 -0.149 -1.188
N 3.509 -2.916 -0.039
C 2.778 -4.061 -0.151
C 3.626 -5.122 0.033
C 4.880 -4.529 0.272
N 4.802 -3.217 0.242
H 6.856 1.253 -0.293
H 4.584 2.753 -0.101
H 5.926 -1.332 -0.219
H 2.451 -3.204 2.337
H 1.556 -1.875 4.562
H 1.308 0.711 3.713
H 2.352 -2.879 -2.428
H 0.696 -1.499 -4.109
H 0.027 0.724 -2.668
H 1.719 -4.034 -0.344
H 3.385 -6.168 -0.004
H 5.826 -5.007 0.460
S -0.805 2.224 0.323
C -0.782 2.928 -1.278
C -1.951 3.054 -2.000
C -1.934 3.659 -3.263
C -3.153 3.702 -4.006
N -4.150 3.684 -4.574
C -0.749 4.204 -3.781
C 0.422 4.126 -3.040
C 0.433 3.455 -1.806
S 1.918 3.298 -0.977
C -0.737 4.837 -5.065
N -0.712 5.333 -6.099
H -2.885 2.678 -1.606
H 1.333 4.561 -3.426
O -0.851 -0.212 0.869
S -2.084 -1.033 1.209
C -3.321 -0.469 0.058
C -2.932 -0.441 -1.279
C -3.858 -0.061 -2.237
C -5.154 0.273 -1.858
C -5.529 0.221 -0.523
C -4.616 -0.160 0.449
C -2.700 -0.553 2.794
C -3.431 -1.502 3.499
C -3.928 -1.165 4.749
C -3.674 0.090 5.282
C -2.921 1.020 4.575
C -2.429 0.704 3.320
H -1.925 -0.724 -1.562
H -3.579 -0.045 -3.282
H -5.876 0.562 -2.609
H -6.537 0.477 -0.233
H -4.911 -0.192 1.489
H -3.607 -2.486 3.085
H -4.504 -1.887 5.309
H -4.059 0.345 6.259
H -2.725 1.993 5.001
H -1.845 1.419 2.759
*
```

Summary:
Highest occupied orbital energy (alpha / beta)   -14.04 / -14.05 eV
LUMO energy (alpha / beta)   -0.2280 / -0.3540 hartree
ΔE to the lowest compared entry with this formula, charge and spin   61.37 kJ/mol
<S²>   8.78
Kohn-Sham gap (alpha / beta)   7.84 / 4.42 eV

Atomic partial charges in e from the Löwdin method, atoms 1 to 6: 1.099, -0.009, -0.136, -0.105, 0.034, -0.015